Density functional theory data (ωB97M-V/def2-TZVPD) for C24H41Cl3GeINPdSi3 as an isolated structure.

Charge: +1
HOMO energy (spin up / spin down): -8.65 / -11.45 eV
Molecular weight: 840.150 g mol⁻¹
F_max: 7.04 eV/Å
Energy relative to the best compared isomer or geometry (same formula, charge and spin): 483.3 kcal/mol
Expectation value of S²: 8.7888
LUMO level (spin up / spin down): -0.126 / -0.209 Eh
Multiplicity: 6
Orbital gap (spin up / spin down): 5.2 / 5.8 eV

Each line ends with the Mulliken charge.
CARTESIAN COORDINATES (ANGSTROEM)
Pd: -0.65288 1.18336 -0.61572  -0.833
C: 2.86190 -0.05614 1.22250  -1.529
Si: 1.91178 0.53926 -0.28878  1.345
C: 2.85720 0.43652 -1.92465  -1.465
C: 1.96741 2.53822 -0.20299  0.837
C: 3.29399 2.89866 0.05036  -1.157
C: 3.73110 4.21642 0.03273  -0.849
C: 2.83905 5.23217 -0.24545  -0.950
C: 1.51878 4.91246 -0.52273  -0.531
C: 1.04629 3.59499 -0.51478  0.637
Si: -0.81887 3.47809 -0.95903  0.705
C: -2.00190 4.17950 0.30825  -1.020
C: -1.28662 4.06643 -2.65690  -1.140
H: 3.78121 -0.57357 0.93861  0.526
H: 2.27701 -0.71414 1.86437  0.247
H: 3.14774 0.80712 1.82541  0.563
H: 3.92652 0.40705 -1.69327  0.417
H: 2.68510 1.36933 -2.46238  0.444
H: 2.63916 -0.38827 -2.59677  0.392
H: 4.02880 2.12524 0.24805  0.268
H: 4.77089 4.44019 0.23328  0.442
H: 3.16359 6.26433 -0.25461  0.397
H: 0.82922 5.72077 -0.75055  0.407
H: -1.67106 5.15663 0.67229  0.430
H: -2.11926 3.52013 1.16891  0.158
H: -2.98414 4.30549 -0.15099  0.346
H: -1.12419 5.14675 -2.72887  0.367
H: -2.34373 3.87236 -2.84153  0.355
H: -0.69930 3.58888 -3.44094  0.316
I: -0.59707 -1.89654 2.58029  0.120
C: -0.83965 0.28571 3.09328  -0.028
C: -1.46761 0.56585 4.28034  -0.677
C: -1.39951 1.88079 4.74624  -0.411
C: -0.64537 2.79999 4.05463  -0.988
C: -0.02146 2.40141 2.87226  -0.185
N: -0.12861 1.18023 2.36923  0.684
H: -1.99492 -0.20838 4.81869  0.439
H: -1.90666 2.15425 5.66185  0.444
H: -0.51844 3.81059 4.41586  0.480
H: 0.60202 3.08794 2.30819  0.395
Cl: -4.29554 -0.90955 1.99003  -0.369
Ge: -2.96279 0.41249 0.73006  0.774
Cl: -3.13826 0.48306 -1.86269  -0.293
Cl: -1.47043 -1.28742 0.22889  -2.901
C: 0.16641 -1.37019 -2.50133  -1.423
Si: 0.40804 -1.50564 -0.60339  1.734
C: 1.58800 -3.09181 -0.53968  2.293
C: 2.81591 -2.93388 -1.43272  -1.686
C: 1.95558 -3.76458 0.77600  -1.725
C: 0.47456 -3.97870 -1.21463  -1.416
C: -3.19643 -3.57270 -0.58558  1.093
C: -3.85772 -3.69438 -1.93250  -1.457
C: -2.34025 -2.62186 -0.31432  -0.158
C: -3.44817 -4.67684 0.41495  -1.307
H: 0.89105 -1.94192 -3.07489  0.571
H: 0.15881 -0.34145 -2.86592  0.425
H: -0.81085 -1.79894 -2.75587  0.087
H: 2.55963 -2.73764 -2.46990  0.339
H: 3.39267 -3.86310 -1.41604  0.530
H: 3.47408 -2.13810 -1.08010  0.230
H: 2.59218 -3.14710 1.41222  0.244
H: 2.49621 -4.68767 0.54870  0.513
H: 1.07524 -4.06758 1.34691  0.401
H: 0.57568 -4.07807 -2.29369  0.334
H: -0.49015 -3.50542 -1.02543  -0.018
H: 0.36388 -4.97860 -0.78950  0.423
H: -3.64658 -2.84100 -2.57279  0.309
H: -4.93911 -3.77646 -1.80566  0.421
H: -3.51672 -4.60927 -2.42104  0.362
H: -1.83436 -0.63803 -0.76976  -0.524
H: -0.91967 -0.35005 0.74805  1.871
H: -2.20224 -1.44524 1.23061  -0.096
H: -3.30435 -5.64962 -0.05814  0.357
H: -4.48098 -4.62951 0.76642  0.383
H: -2.79084 -4.59326 1.27807  0.278